Record 1
The following is a quantum chemistry calculation of one molecule with the formula C3H7NS2 in a non-equilibrium geometry, from OMol25.

The geometry in XYZ format:
```
13
Properties=species:S:1:pos:R:3
C 1.53589 -0.73107 0.39338
C 0.35324 -1.34435 -0.45258
C -2.04193 1.54125 0.09305
H 0.98194 1.50235 -0.07256
H 2.36149 -1.41268 0.43221
H 1.21133 -0.69497 1.42147
H 0.44223 -1.12550 -1.51708
H 0.33842 -2.41856 -0.36378
H -2.90500 1.17788 0.58761
H -2.07470 2.56705 -0.16257
N -1.07096 0.84657 -0.31670
S 2.14998 0.90721 -0.10006
S -1.28192 -0.81516 0.05760
```

Output
Kohn-Sham gap   0.3524 Ha
Calculated total energy   -969.586912 Eh
Energy relative to the best compared isomer or geometry (same formula, charge and spin)   132.3 kJ/mol
F_max   1.463 eV/Å
SMILES string   C=NSCCS
E_HOMO   -0.3227 Eh



Record 2
The following is a quantum chemistry calculation of a 2-piece molecular cluster, C3H7NS2 overall in a non-equilibrium geometry, from OMol25.

The geometry in XYZ format:
```
13
Properties=species:S:1:pos:R:3
C 1.20907 0.06784 -0.74045
C 1.18013 1.37836 -1.01312
C 1.12812 0.10518 1.58000
N 0.82948 -0.47877 0.49416
H 1.46078 -0.69392 -1.47201
H 0.76780 2.06784 -0.28536
H 1.51673 1.69668 -1.98631
H 0.77102 -0.34468 2.50409
H 1.75019 1.00629 1.61097
S -3.16257 -2.20894 -0.05775
S -2.67514 -0.24394 0.51084
H -3.39840 -1.90147 -1.34584
H -1.37722 -0.45045 0.20078
```

Output
Kohn-Sham gap   0.3508 Ha
Calculated total energy   -969.571626 Eh
Energy relative to the best compared isomer or geometry (same formula, charge and spin)   172.5 kJ/mol
F_max   1.018 eV/Å
SMILES string   C=CN=C.SS
E_HOMO   -0.3410 Eh



Record 3
The following is a quantum chemistry calculation of a 3-piece molecular cluster, C3H7NS2 overall in a non-equilibrium geometry, from OMol25.

The geometry in XYZ format:
```
13
Properties=species:S:1:pos:R:3
C -2.46173 0.35961 -0.44691
C -1.12397 1.03442 0.13042
C 1.36125 0.57337 0.37589
H -4.21515 -0.73371 0.05373
H -2.38014 -0.52097 1.46680
H -3.27851 1.03608 -0.81430
H -1.81484 0.15887 -1.56509
H -1.17196 1.44734 1.19200
H -0.89946 1.79736 -0.81400
H 1.60650 1.65616 0.76704
N -2.79344 -0.92858 0.15121
S -0.02145 -0.39872 0.07364
S 2.83735 -0.23537 -0.17995
```

Output
Kohn-Sham gap   0.2884 Ha
Calculated total energy   -969.378248 Eh
Energy relative to the best compared isomer or geometry (same formula, charge and spin)   680.2 kJ/mol
F_max   6.361 eV/Å
E_HOMO   -0.3103 Eh



Record 4
The following is a quantum chemistry calculation of a 2-piece molecular cluster, C3H7NS2 overall in a non-equilibrium geometry, from OMol25.

The geometry in XYZ format:
```
13
Properties=species:S:1:pos:R:3
C -0.54896 -0.98902 -0.38625
C -0.01268 -1.36180 -1.63080
C -0.94611 0.00941 1.78688
N -1.25650 -0.49162 0.43319
S 1.34192 2.31253 -0.88993
S 2.11119 0.93234 0.32777
H -0.10437 -0.36046 -2.11236
H -0.38217 -2.28816 -1.99342
H 1.13670 -1.46957 -1.65560
H 0.06588 -0.22706 2.07633
H -1.66198 -0.52830 2.48362
H -1.04858 1.10619 1.66629
H 1.30566 3.35551 -0.10574
```

Output
Kohn-Sham gap (spin up / spin down)   0.1869 / 0.1867 Ha
Calculated total energy   -969.502432 Eh
Energy relative to the best compared isomer or geometry (same formula, charge and spin)   354.1 kJ/mol
F_max   3.584 eV/Å
E_HOMO (spin up / spin down)   -0.2251 / -0.2250 Eh



Record 5
The following is a quantum chemistry calculation of an isolated ion of composition C3H7O2 and charge -1, from OMol25.

The geometry in XYZ format:
```
12
Properties=species:S:1:pos:R:3
C -0.57902 -0.19664 0.23620
C 0.90965 -0.44161 0.11549
O 1.39775 -1.10347 1.32396
C -1.08491 0.95584 -0.67096
O -1.49147 2.04014 0.00863
H -0.76275 0.10026 1.26075
H -1.13602 -1.12245 0.03601
H 1.13123 -1.09751 -0.73478
H 1.44140 0.50010 0.02302
H 2.33276 -1.32737 1.19414
H -0.28149 1.19101 -1.43456
H -1.87712 0.50171 -1.35788
```

Output
Total charge   -1
Kohn-Sham gap   0.2109 Ha
Calculated total energy   -268.947821 Eh
Energy relative to the best compared isomer or geometry (same formula, charge and spin)   242.1 kJ/mol
F_max   0.901 eV/Å
SMILES string   [O-]CCCO
E_HOMO   -0.0749 Eh



Record 6
The following is a quantum chemistry calculation of an isolated ion of composition C3H7O2 and charge -1 in a non-equilibrium geometry, from OMol25.

The geometry in XYZ format:
```
12
Properties=species:S:1:pos:R:3
C 0.70316 -1.03427 1.25706
O 0.95267 0.18241 0.60609
H 1.60133 -1.29559 1.82365
H -0.22008 -0.98757 1.85033
H 0.49018 -1.83435 0.52303
O 0.04185 -0.93478 -1.42635
C 0.21979 0.18705 -0.83688
C -1.04702 1.04982 -0.61668
H 1.03390 0.78106 -1.30356
H -0.65211 2.04927 -0.39602
H -1.71234 0.69999 0.16054
H -1.41134 1.13697 -1.64121
```

Output
Total charge   -1
Kohn-Sham gap   0.2721 Ha
Calculated total energy   -268.962224 Eh
Energy relative to the best compared isomer or geometry (same formula, charge and spin)   204.2 kJ/mol
F_max   2.151 eV/Å
SMILES string   CO[C@H](C)[O-]
E_HOMO   -0.1030 Eh



Record 7
The following is a quantum chemistry calculation of C3H7O2Pt as an isolated structure in a non-equilibrium geometry, from OMol25.

The geometry in XYZ format:
```
13
Properties=species:S:1:pos:R:3
O -0.83322 -0.41188 0.91584
C -1.85373 0.51793 0.66159
H -1.60458 1.52030 1.05026
H -2.04690 0.61022 -0.42093
H -2.77024 0.16519 1.15123
H 0.23771 -0.47184 1.57859
C 1.00818 -0.51179 -1.45951
C 0.82271 0.15134 -0.23719
O 1.57811 -0.35534 0.80382
Pt 3.07427 -0.98683 0.06155
H 0.72203 -1.56960 -1.50528
H 0.94288 0.09353 -2.36694
H 0.72278 1.24877 -0.23303
```

Output
⟨S²⟩   3.758
Kohn-Sham gap (spin up / spin down)   0.2789 / 0.2966 Ha
Calculated total energy   -387.973647 Eh
Energy relative to the best compared isomer or geometry (same formula, charge and spin)   37.0 kJ/mol
F_max   7.980 eV/Å
E_HOMO (spin up / spin down)   -0.2575 / -0.3459 Eh
Multiplicity   4



Record 8
The following is a quantum chemistry calculation of a 2-piece molecular cluster, C3H7O2S overall in a non-equilibrium geometry, from OMol25.

The geometry in XYZ format:
```
13
Properties=species:S:1:pos:R:3
C 0.56215 1.75594 1.79217
C 0.02472 0.53466 0.87162
S -1.34046 -0.48094 1.44339
H 0.58052 1.36821 2.81392
H -0.06191 2.61852 1.55975
H 1.61257 1.83849 1.50018
H -0.26804 0.95240 -0.08267
H 0.93828 -0.03877 0.94972
H -1.41653 -1.26241 0.39665
O -0.07008 -1.23430 -2.26414
C 0.94712 -0.52232 -2.21840
O 1.30263 0.37708 -1.40756
H 1.64087 -0.55940 -3.12423
```

Output
Total charge   -1
Kohn-Sham gap   0.2741 Ha
Calculated total energy   -667.197249 Eh
Energy relative to the best compared isomer or geometry (same formula, charge and spin)   120.9 kJ/mol
F_max   2.650 eV/Å
E_HOMO   -0.1449 Eh



Record 9
The following is a quantum chemistry calculation of C3H7O2Yb as an isolated structure in a non-equilibrium geometry, from OMol25.

The geometry in XYZ format:
```
13
Properties=species:S:1:pos:R:3
C -1.27193 -0.79407 0.66804
O -0.52441 -0.05434 1.63815
C 0.57208 0.56077 1.30925
C 1.62355 0.07779 0.57041
H -1.22044 -0.18365 -0.30289
H -2.24879 -0.96197 1.14158
H -1.05976 -1.84350 0.42659
H 0.56997 1.59776 1.65765
H 1.74428 -0.99500 0.39345
H 2.51793 0.71001 0.56165
Yb 1.13124 0.75864 -1.82621
O -0.63101 0.91183 -2.95719
H -1.20270 0.21573 -3.28049
```

Output
Total charge   +1
Kohn-Sham gap   0.2949 Ha
Calculated total energy   -1427.373176 Eh
F_max   1.736 eV/Å
E_HOMO   -0.4738 Eh



Record 10
The following is a quantum chemistry calculation of a 2-piece molecular cluster, C3H7O3 overall in a non-equilibrium geometry, from OMol25.

The geometry in XYZ format:
```
13
Properties=species:S:1:pos:R:3
O -1.07338 0.51153 -1.25856
C 0.06895 0.47946 -0.60256
O 0.77096 1.48362 -0.26476
C 0.62533 -1.02895 -0.60356
C -0.45225 -1.87385 0.03772
H 1.49285 -0.99625 0.02328
H 0.97794 -1.51154 -1.53470
H -1.45465 -1.96968 -0.59657
H -0.81472 -1.37156 0.94905
H -0.06514 -2.87928 0.22518
H 0.59940 2.63360 1.21293
H -0.68658 3.16969 0.89491
O 0.01129 3.35321 1.51764
```

Output
Total charge   -1
Kohn-Sham gap   0.3113 Ha
Calculated total energy   -344.278226 Eh
Energy relative to the best compared isomer or geometry (same formula, charge and spin)   84.0 kJ/mol
F_max   4.713 eV/Å
E_HOMO   -0.1561 Eh



Question: Number 6 is which compound?
Answer: C3H7O2